The following is a DFT calculation (ωB97M-V with the def2-TZVPD basis set) of 2 unconnected molecules or ions with the total composition C5H8N2 at a distorted geometry.

Results
E_tot ... -304.6698 hartree
Frontier orbital gap (alpha / beta) ... 8.65 / 8.65 eV
Relative energy (zero: lowest compared OMol25 entry of this formula, charge and spin) ... 4.5098 eV
HOMO (alpha / beta) ... -8.2 / -8.2 eV

Structure (ORCA input):
```
! wB97M-V def2-TZVPD RIJCOSX def2/J DEFGRID3
* xyz 0 1
C -2.088 -0.611 0.840
C 0.444 0.059 -1.640
C 1.095 1.136 -0.851
C 0.290 2.029 -0.020
N -0.328 2.740 0.651
N 1.084 -0.281 -0.523
C 1.581 -1.063 0.376
H -2.399 0.178 1.529
H -1.826 -0.174 -0.128
H -2.898 -1.334 0.712
H 0.643 -0.321 -2.632
H 2.095 1.527 -1.059
H -1.214 -1.127 1.245
H 2.011 -0.625 1.266
H 1.510 -2.134 0.234
*
```

For reference, the natural (NBO) charges in units of e are: number 1, C, carries -0.86; number 2, C, carries -0.20; number 3, C, carries -0.18; number 4, C, carries 0.25; number 5, N, carries -0.30; number 6, N, carries -0.19; number 7, C, carries -0.23; number 8, H, carries 0.22; number 9, H, carries 0.22; number 10, H, carries 0.21; number 11, H, carries 0.22; number 12, H, carries 0.22; number 13, H, carries 0.20; number 14, H, carries 0.21; number 15, H, carries 0.21